(1)
Here is the ion C10H10N with charge +1 from the Open Molecules 2025 dataset. Energies are from ωB97M-V with the def2-TZVPD basis set.

```
21
Properties=species:S:1:pos:R:3:lowdin_charge:R:1
C 1.669 2.459 1.685 -0.0089
C 0.412 1.937 1.910 -0.0281
C 2.439 1.959 0.598 0.0087
C 0.028 0.734 1.286 0.0369
C 2.046 0.758 -0.056 0.0394
C 0.811 0.187 0.267 -0.2208
C -0.009 -2.066 -0.848 0.0508
C 0.360 -1.017 -0.259 0.1735
C -2.593 -1.559 -0.892 -0.0752
C -1.325 -1.979 -1.628 -0.2650
N -1.712 -0.618 -1.565 0.0095
H 1.944 3.171 2.439 0.1210
H -0.025 2.457 2.791 0.1361
H 3.254 2.492 0.217 0.0965
H -0.920 0.286 1.471 0.1193
H 2.604 0.223 -0.830 0.1373
H 0.452 -2.959 -0.589 0.1292
H -3.600 -1.965 -1.162 0.1340
H -2.496 -1.702 0.172 0.0984
H -1.296 -2.596 -2.535 0.1535
H -2.042 -0.201 -2.472 0.1540
```

Results
M = 144.20 g/mol
Orbital gap = 7.805 eV
Largest force on an atom = 0.0583 hartree/bohr
HOMO level = -13.6 eV
Total charge = +1

(2)
Here is a structure of composition C11H24O11V from the Open Molecules 2025 dataset. Energies are from ωB97M-V with the def2-TZVPD basis set.

```
47
Properties=species:S:1:pos:R:3:lowdin_charge:R:1
O 0.836 1.617 -1.307 -0.4028
V 0.290 0.936 0.004 0.9196
O -1.308 0.778 -0.142 -0.4651
C 1.303 3.727 1.540 -0.9415
O 0.378 2.871 1.109 -0.2023
O 2.099 3.297 2.418 -0.1215
O 1.246 4.937 1.098 -0.2293
C 1.866 -0.110 2.016 -0.8807
O 2.476 0.236 3.113 -0.1629
O 2.305 0.360 0.894 -0.1816
O 0.585 0.096 2.168 -0.2017
C 2.878 -0.714 -4.503 -0.0710
C 3.665 -0.295 -3.280 -0.4793
C 3.643 1.234 -3.054 -0.0495
O 2.953 -0.903 -2.218 -0.0979
H 3.399 -0.348 -5.397 0.0638
H 1.875 -0.302 -4.421 0.0937
H 2.945 -1.786 -4.698 0.0643
H 4.705 -0.626 -3.168 0.1245
H 4.120 1.697 -3.924 0.0630
H 4.150 1.573 -2.151 0.0917
H 2.614 1.585 -2.945 0.0638
H 3.121 -0.459 -1.365 0.0926
C 0.533 -3.197 -2.310 -0.0498
C -0.434 -2.214 -1.579 -0.4442
C -1.139 -2.801 -0.376 -0.0585
O 0.433 -1.241 -1.005 -0.1125
H -0.103 -3.946 -2.797 0.0635
H 1.104 -3.683 -1.520 0.0835
H 1.100 -2.716 -3.101 0.0552
H -1.156 -1.818 -2.301 0.1328
H -1.937 -3.493 -0.677 0.0625
H -1.565 -2.085 0.324 0.0808
H -0.409 -3.408 0.167 0.0788
H 1.294 -1.374 -1.417 0.0448
C -5.231 0.510 4.380 -0.1037
C -3.795 0.660 4.015 -0.4408
C -3.654 1.468 2.695 -0.0472
O -3.120 1.529 4.960 -0.0767
H -5.803 1.440 4.362 0.0740
H -5.458 0.021 5.333 0.0619
H -5.774 -0.156 3.699 0.0674
H -3.197 -0.248 3.947 0.1397
H -4.486 1.236 2.017 0.0668
H -2.744 1.272 2.133 0.0787
H -3.798 2.548 2.780 0.0819
H -2.804 2.298 4.484 0.0711
```

Results
M = 383.25 g/mol
Orbital gap = 2.380 eV
Largest force on an atom = 0.1831 hartree/bohr
HOMO level = 3.9 eV
Total charge = -3

(3)
Here is the molecule C7H12N2O2S from the Open Molecules 2025 dataset. Energies are from ωB97M-V with the def2-TZVPD basis set.

```
24
Properties=species:S:1:pos:R:3:lowdin_charge:R:1
O 2.515 -0.853 0.947 0.0094
O -1.226 1.174 -0.595 0.0661
S 1.010 -1.784 -0.989 1.0998
C 1.513 -0.682 0.272 -0.7313
C -0.350 0.315 -0.590 -0.4973
N 0.730 0.466 0.306 0.0112
N -0.481 -0.936 -1.204 -0.2591
C 1.859 2.499 0.965 -0.1201
C -1.050 -2.731 -2.943 -0.0960
C -2.573 -0.708 -2.561 -0.0564
C 0.836 1.499 1.416 -0.1741
C -1.109 -1.214 -2.577 -0.4037
H 1.486 3.108 0.030 0.1093
H 2.828 1.932 0.658 0.0994
H 2.199 3.299 1.702 0.0863
H -0.035 -2.906 -3.354 0.0667
H -1.431 -3.230 -2.008 0.1003
H -1.756 -2.892 -3.798 0.0897
H -2.690 0.331 -2.556 0.0481
H -3.028 -1.109 -3.442 0.0608
H -3.145 -1.173 -1.719 0.1060
H 1.131 1.016 2.408 0.1448
H -0.127 2.015 1.578 0.1185
H -0.627 -0.745 -3.408 0.1216
```

Results
M = 188.25 g/mol
Orbital gap = 9.761 eV
SMILES string = CCn1c(=O)sn(C(C)C)c1=O
Largest force on an atom = 0.0725 hartree/bohr
HOMO level = -9.1 eV

(4)
Here is a cluster of 2 separate species, C4H10N2 in total from the Open Molecules 2025 dataset. Energies are from ωB97M-V with the def2-TZVPD basis set.

```
16
Properties=species:S:1:pos:R:3:lowdin_charge:R:1
C -2.274 0.104 -0.066 -0.0808
C -2.329 -0.090 -1.367 -0.0750
C 1.436 0.557 1.700 -0.0750
C 1.503 0.119 0.175 -0.3098
N 0.962 -1.652 -1.187 0.0554
N 1.114 -1.199 -0.064 -0.1302
H -2.904 -0.244 0.807 0.0773
H -1.462 0.668 0.347 0.0091
H -3.213 -0.423 -1.842 0.0329
H 0.395 0.419 1.977 0.0546
H 2.120 -0.116 2.239 0.0707
H 1.838 1.540 1.809 0.0527
H 0.815 0.733 -0.371 0.0787
H 2.591 0.232 -0.174 0.1410
H -1.559 0.270 -2.022 0.0362
H 0.968 -0.918 -1.960 0.0624
```

Results
M = 86.14 g/mol
Orbital gap = 9.735 eV
SMILES string = [H]/N=N\CC.C=C
Largest force on an atom = 0.0623 hartree/bohr
HOMO level = -9.0 eV